Entry 1:
51
Properties=species:S:1:pos:R:3:forces:R:3 method="wB97M-V/def2-TZVPD" lumo_ev=-0.11 orbital_gap_ev=8.61 fmax_ev_per_a=1.08 de_lowest_kj_mol=193.1 total_energy_ha=-1510.15586
H -5.6258 -1.9058 -2.1786 0.0 -0.1 -0.1
C -2.4983 1.3315 -0.7212 0.0 -0.1 0.2
H -0.5020 2.6092 2.3304 0.0 0.0 0.2
H -6.5518 -0.6270 0.4526 0.1 -0.1 -0.1
O 0.9482 4.3911 1.1716 -0.1 -0.3 0.2
O 0.6174 4.2949 -1.2806 -0.1 -0.3 -0.1
H -2.4771 1.0873 2.6543 0.0 0.0 0.1
C 2.5611 1.9485 1.0115 0.0 -0.3 0.7
C 3.8853 -3.2521 -0.3377 0.1 0.1 0.0
N 2.3393 -0.2174 -0.0843 0.1 0.1 0.2
C 2.0264 0.5171 1.1288 0.1 0.1 0.0
C 3.7834 -2.7494 1.0988 -0.1 -0.2 0.0
C 2.2448 1.8626 -1.3700 -0.2 -0.3 -0.6
H 4.3826 -1.8478 1.2264 0.1 0.1 0.1
H 1.7207 -3.3279 1.1901 0.0 0.0 0.0
H 1.9213 -0.1214 -2.1247 0.0 0.0 0.0
H 3.5098 -1.5751 -1.6516 -0.1 0.0 -0.1
C -2.1573 1.3955 1.6704 -0.1 -0.1 -0.1
C -2.8716 0.9406 0.5630 0.2 0.2 0.0
S 0.7624 3.6239 -0.0233 0.3 0.1 0.0
H 0.9388 0.5335 1.3285 0.1 -0.1 0.1
C -1.0647 2.2247 1.4943 0.0 0.1 0.1
C 2.3044 -2.4050 1.2043 0.1 0.2 0.0
H -1.0936 2.4946 -1.8706 0.0 0.0 -0.1
C -5.8139 -1.1287 -0.1833 -0.4 -0.4 0.1
H 3.5428 -4.2870 -0.3868 0.0 0.0 0.0
C -4.0366 0.0453 0.8025 -0.1 -0.1 0.3
H -3.0672 0.9865 -1.5701 0.0 0.0 -0.1
H 3.6539 1.9116 0.9484 -0.1 0.0 0.0
H -6.6634 -0.4829 -2.0482 -0.1 0.1 -0.1
C -6.3735 -1.4115 -1.5642 0.3 0.2 0.3
H -5.5039 -2.0507 0.3214 -0.1 0.2 0.0
H 2.2733 2.5483 1.8745 0.2 -0.1 0.1
H 0.9464 -1.7737 -0.3609 0.1 0.0 0.0
H 0.6055 0.4715 -1.0864 0.2 -0.1 -0.1
H 4.9024 -3.2142 -0.7233 0.0 -0.1 0.0
O -4.3682 -0.3503 1.8933 0.0 0.1 -0.1
H 4.0986 -3.4925 1.8297 0.1 0.0 0.1
H 3.3157 1.8176 -1.5947 -0.1 0.0 0.0
H 2.5327 0.0537 1.9746 -0.1 0.0 0.0
H 2.3646 -2.9025 -1.8642 0.0 0.0 -0.1
H -7.2445 -2.0545 -1.4792 -0.1 -0.1 0.0
C -1.4028 2.1591 -0.8929 0.0 0.1 -0.1
O -4.6750 -0.2765 -0.3242 0.1 0.1 -0.3
C 2.9365 -2.3383 -1.1287 -0.2 -0.1 -0.2
N 2.0762 2.6274 -0.1616 -0.8 0.8 0.1
C -0.6925 2.5877 0.2132 0.4 0.4 -0.1
H 2.0402 -1.8641 2.1081 -0.1 0.0 0.1
H 1.7333 2.3991 -2.1686 0.1 -0.1 -0.1
C 1.7047 0.4413 -1.2155 0.2 0.2 -0.1
C 2.0113 -1.6480 -0.0955 -0.2 -0.1 -0.1

=====

Entry 2:
45
Properties=species:S:1:pos:R:3:forces:R:3 method="wB97M-V/def2-TZVPD" lumo_ev=-6.56 orbital_gap_ev=3.72 fmax_ev_per_a=1.51 charge=+1 de_lowest_kj_mol=153.3 total_energy_ha=-701.69630
H -1.4461 -4.8011 -4.2733 -0.2 0.1 0.1
C 2.6275 1.6224 1.7097 -0.1 -0.2 0.4
H -2.9774 -5.4816 -3.6902 0.2 0.0 0.0
H 0.3573 -1.9225 0.9688 0.1 0.0 0.1
C -1.9185 -0.1447 -2.7379 -0.9 0.1 -0.6
C -0.6586 -0.1808 2.5797 -0.4 -0.3 0.4
H -1.1219 0.6023 -2.5922 -0.3 -0.3 0.7
H 2.5556 -0.6702 0.3745 0.1 0.0 -0.8
C 3.8974 1.4629 0.9091 0.2 0.1 0.1
H 3.1067 -0.9950 1.9472 -0.2 0.0 -0.1
C 0.4667 0.8112 2.5044 0.9 0.0 0.1
H -0.6988 -3.1509 -2.1643 -0.4 0.5 0.6
H -2.2198 2.2584 -3.7999 -0.1 -0.1 -0.2
C 1.7036 0.5642 1.8642 -0.5 0.4 0.0
H 4.5092 0.6141 1.2425 -0.1 0.2 -0.1
H -0.0341 4.4532 4.1163 0.1 0.1 0.0
H -0.6459 2.1891 3.7161 0.1 0.1 -0.2
C -2.1281 -4.8554 -3.4155 -0.2 -0.4 0.2
H 1.1541 -2.3589 2.4998 0.0 0.1 -0.3
H 3.1576 3.6133 2.3045 -0.3 -0.2 -0.1
H 4.5020 2.3694 1.0187 -0.1 -0.2 -0.1
C -1.6732 -2.6719 -2.3798 -1.0 -0.8 -0.7
C 2.3898 2.8333 2.3432 -0.3 0.3 -0.2
C 2.1897 -0.7752 1.3774 0.1 -0.5 0.6
H -3.6015 -3.1988 -3.1662 0.3 0.1 0.0
H 1.8556 -2.8474 0.9705 0.0 0.0 0.0
H -3.7854 -0.3357 -3.7818 0.2 -0.1 0.0
H -1.5680 -5.3448 -2.6087 -0.2 0.0 -0.2
C 0.2669 2.0391 3.1375 0.3 0.5 -0.5
C 0.9439 4.4224 3.6292 0.0 0.3 0.2
H -0.3654 -1.1246 3.0473 -0.2 0.2 -0.1
H -1.9748 1.3175 -5.2594 -0.1 -0.2 0.1
C -1.8270 -1.3232 -1.9504 0.6 0.4 0.5
H 1.7164 4.6698 4.3703 -0.2 0.0 -0.1
H -3.6119 1.8500 -4.8375 0.2 0.0 0.0
C -2.8687 0.2323 -3.6346 0.9 -0.3 -0.3
C 1.3249 -2.0311 1.4679 0.1 -0.2 -0.1
C -2.6709 1.4792 -4.4268 -0.4 0.5 0.2
C 1.1917 3.0820 3.0168 0.2 -0.7 0.3
H 0.9737 5.2027 2.8591 -0.1 -0.1 0.2
H -1.0918 -0.4080 1.5959 0.1 0.0 0.1
C -2.5658 -3.4905 -2.9924 0.8 0.5 -0.2
H -1.6684 -1.1486 -0.8768 0.8 0.0 -0.3
H -1.4706 0.2378 3.1840 0.1 -0.1 -0.1
H 3.7022 1.3343 -0.1671 0.0 -0.1 0.3

=====

Entry 3:
75
Properties=species:S:1:pos:R:3:forces:R:3 method="wB97M-V/def2-TZVPD" lumo_ev=1.77 orbital_gap_ev=3.34 fmax_ev_per_a=9.73 charge=-2 total_energy_ha=-3723.47299
B -3.9102 2.4386 -0.3658 -0.6 -3.9 1.3
H -2.0259 1.6214 0.6250 -0.8 2.0 -0.3
H -3.5262 0.5870 -5.5204 0.1 -0.2 0.0
H -3.3803 -0.0489 -3.8707 0.2 -0.1 -0.1
F 1.7627 -0.2086 0.9937 -1.7 2.0 -2.3
C 5.5181 -5.5690 2.2364 -0.5 0.5 -0.5
H 4.8827 -3.1214 1.4624 -0.2 -0.2 0.1
C -5.6198 -0.8664 -0.9412 -3.3 -4.1 -3.9
F -0.4302 -0.2820 0.0781 2.9 3.0 0.0
O -4.2895 2.5006 -2.9083 0.9 5.7 6.5
H -3.5194 5.1897 -2.2678 -1.4 -0.6 0.5
O -4.9600 2.4232 0.7019 -1.8 -1.9 1.3
C -2.5257 2.6695 0.4849 1.1 0.8 0.9
P -4.4725 0.6499 2.8437 3.6 -1.5 -1.8
H -1.0914 4.3661 0.9251 -0.5 -1.2 -2.4
H -4.4348 1.8951 3.6084 -0.5 -0.9 -0.3
C 0.5194 -1.1728 -7.6295 0.1 0.0 -0.1
O -6.0864 5.1399 -0.0593 8.4 1.9 -4.6
N -4.4123 4.7305 -1.9363 0.3 1.6 3.4
O 5.3667 -0.3004 5.6207 -0.5 0.1 -0.7
H -6.4207 0.7078 1.1555 1.8 1.4 0.1
H 2.0192 1.5463 3.7775 0.3 -0.2 0.2
H 1.6021 -1.2725 -7.5131 -0.2 0.1 0.3
H 7.1532 -0.9725 4.7896 -0.2 -0.2 0.0
H 6.9757 -1.1683 6.5437 -0.3 0.2 -0.1
O -0.0362 -0.8765 -6.3498 -0.5 0.0 -0.2
H 2.2482 -0.1542 3.3268 0.2 0.2 0.0
C 6.4489 -1.2289 5.5875 0.3 -0.3 0.0
C 6.7264 -7.5694 2.3159 0.1 -0.3 -0.2
C -5.2894 1.0352 1.1492 -0.2 -0.5 -1.2
O -3.9728 1.0034 -0.8183 -0.1 -0.9 0.3
H -3.7886 -0.7267 0.3436 -1.9 1.3 0.2
F -4.0950 6.5063 -0.1012 -1.7 -2.7 -1.9
O 6.2896 -6.3914 2.9911 -0.4 0.4 -0.3
O -3.0138 0.0467 2.7195 -3.6 1.7 0.7
C -1.5276 3.8302 -0.0507 0.2 0.8 1.4
C 4.3580 -3.5407 2.3270 -0.8 0.5 -0.2
H -2.1395 4.6996 -0.5950 1.6 -2.1 0.9
C -4.9342 5.3946 -0.6831 -5.2 -1.4 2.6
H 0.3225 -0.3583 -8.3340 -0.1 -0.2 0.0
F 2.4193 1.6422 -0.3398 -3.4 -1.1 0.8
H 4.1462 -2.7283 3.0276 0.3 -0.6 -0.2
C -1.3847 -0.7255 -6.3481 -1.0 0.2 0.7
H 5.8702 -8.1803 2.0121 0.2 0.2 -0.1
S 0.8924 0.8191 -0.1148 2.0 -4.6 1.3
O -1.7755 -0.4494 -5.0783 1.1 -0.4 -1.7
O -6.8797 -0.5114 -1.2639 5.7 -0.7 2.3
C 2.7674 0.7873 3.5328 -0.5 0.1 -0.6
C -4.1946 3.2387 -1.7671 -1.4 -4.0 -6.7
H -3.7230 -1.1752 -5.1978 0.1 0.2 0.0
O 4.8055 -0.9511 3.4900 0.0 1.3 1.6
F 0.9329 4.1447 -0.4167 -2.7 -2.6 -1.8
H 0.1256 -2.1203 -8.0114 -0.1 0.2 0.0
O -5.1008 -2.1320 -1.5467 -1.5 6.4 3.6
F -0.4930 4.1283 -2.3028 0.8 -2.2 3.2
F 0.4626 1.7647 1.2361 0.9 -1.7 -2.9
C -3.1813 -0.2640 -4.9241 -1.0 0.1 0.4
H 3.4071 -3.9905 2.0238 0.3 0.0 -0.1
H 3.3246 1.1244 2.6527 -0.1 -0.2 0.1
F 1.3901 -0.1928 -1.4537 -0.8 1.7 3.1
C -0.2738 3.4272 -0.9766 -0.8 3.7 -0.6
H -5.3187 -0.3599 3.4747 0.2 1.1 -0.1
H 6.0768 -2.2510 5.4636 0.1 0.2 -0.2
H -2.8721 2.9998 1.5799 1.0 -0.6 -2.3
H 7.3458 -7.3112 1.4508 -0.3 0.0 0.0
O -2.1183 -0.8214 -7.3194 1.2 0.1 0.9
C -4.6418 0.0150 0.0414 1.7 0.8 -1.8
F 0.9324 1.9339 -2.5527 -2.7 0.0 3.8
O 5.1888 -5.7594 1.0761 0.6 0.1 1.7
O 5.1764 -4.4980 2.9963 0.7 -1.4 -0.5
C 0.0016 1.8825 -1.3559 -0.9 0.0 -5.8
C 4.6216 -0.2707 4.4871 -0.5 0.3 -0.3
F -1.1919 1.1370 -1.9054 4.3 3.1 2.5
O 3.6364 0.6473 4.6550 1.3 -0.9 0.3
H 7.3349 -8.1524 3.0126 -0.2 0.3 0.1